(1)
DFT (the ωB97M-V functional and the def2-TZVPD basis) results for an isolated ion of composition CHO3S and charge -1 in a non-equilibrium geometry.

XYZ file:
```
6
Properties=species:S:1:pos:R:3:mulliken_charge:R:1
C 0.662 -0.245 -0.055 0.82
O 0.416 1.088 -0.035 -0.47
O 1.853 -0.501 0.107 -0.66
O -0.226 -1.141 -0.028 -0.53
S -2.168 -0.580 0.066 -0.44
H -0.537 1.378 -0.055 0.28
```

E (a.u.): -662.6038
Orbital gap (spin up / spin down) (eV): 6.404 / 6.923
Spin multiplicity: 3
M (g/mol): 93.08
Total charge: -1
<S²>: 2.006

***

(2)
DFT (the ωB97M-V functional and the def2-TZVPD basis) results for a 2-piece molecular cluster, C4H11NO overall in a non-equilibrium geometry.

XYZ file:
```
17
Properties=species:S:1:pos:R:3:mulliken_charge:R:1
C 0.732 1.210 -0.674 -2.15
C 0.844 -0.116 0.016 3.25
C 0.192 -0.330 1.149 -2.41
N -0.823 0.584 1.582 -0.56
C 1.876 -1.064 -0.501 -1.61
H 1.639 1.413 -1.243 0.33
H -0.137 1.204 -1.346 0.40
H 0.589 2.023 0.039 0.46
H 0.383 -1.070 1.917 0.16
H -1.582 0.610 0.901 0.28
H -1.261 0.265 2.438 0.31
H 2.893 -0.682 -0.380 0.40
H 1.893 -1.981 0.103 0.34
H 1.755 -1.265 -1.565 0.35
H -2.769 0.358 -1.259 0.61
H -2.939 -1.036 -0.593 0.68
O -3.285 -0.124 -0.585 -1.83
```

E (a.u.): -288.9355
Orbital gap (spin up / spin down) (eV): 3.174 / 8.421
ΔE to the lowest compared entry with this formula, charge and spin (kJ/mol): 17.20
Spin multiplicity: 2
M (g/mol): 89.14
Total charge: -1
<S²>: 0.750

***

(3)
DFT (the ωB97M-V functional and the def2-TZVPD basis) results for a 3-piece molecular cluster, CH10NO2 overall in a non-equilibrium geometry.

XYZ file:
```
14
Properties=species:S:1:pos:R:3:mulliken_charge:R:1
C -1.351 2.180 -0.871 -0.69
N -0.552 2.231 0.466 -0.38
H -0.755 1.539 -1.490 0.31
H -1.434 3.233 -1.346 0.32
H -2.394 1.820 -0.702 0.32
H -1.465 2.526 0.983 0.42
H -0.282 1.283 0.750 0.34
H 0.154 2.924 0.731 0.34
H 2.498 0.167 -0.455 0.33
H 1.452 -0.987 -0.127 0.34
O 1.565 -0.090 -0.501 -0.66
H 0.993 -4.489 0.843 0.34
H -0.490 -4.397 1.283 0.33
O 0.146 -3.950 0.688 -0.66
```

E (a.u.): -249.0499
Orbital gap (eV): 10.328
ΔE to the lowest compared entry with this formula, charge and spin (kJ/mol): 158.82
M (g/mol): 68.10
Total charge: +1

***

(4)
DFT (the ωB97M-V functional and the def2-TZVPD basis) results for a single C6HNO molecule in a non-equilibrium geometry.

XYZ file:
```
9
Properties=species:S:1:pos:R:3:mulliken_charge:R:1
C -0.052 1.574 -2.770 -0.44
C -0.197 1.295 -1.551 -0.36
C -0.185 0.936 -0.170 0.41
C -0.287 0.459 0.951 0.11
C -0.250 -0.635 1.831 0.39
O -1.063 -1.201 2.790 -0.46
C 0.750 -1.803 1.395 0.22
N 1.548 -2.622 1.127 -0.34
H -0.265 1.997 -3.604 0.46
```

E (a.u.): -358.9812
Orbital gap (eV): 8.668
ΔE to the lowest compared entry with this formula, charge and spin (kJ/mol): 212.92
M (g/mol): 103.08
SMILES: C#CC#CC(=O)C#N
Total charge: 0

***

(5)
DFT (the ωB97M-V functional and the def2-TZVPD basis) results for a 3-piece molecular cluster, C17H37N3O7P overall in a non-equilibrium geometry.

XYZ file:
```
65
Properties=species:S:1:pos:R:3:mulliken_charge:R:1
O 3.711 2.171 -0.761 -0.55
P 3.131 2.612 -2.071 1.01
O 3.370 1.482 -3.257 -0.50
O 3.896 4.037 -2.531 -0.49
C 1.326 3.065 -1.894 0.02
C 0.970 3.989 -0.785 -0.17
C -0.461 4.350 -0.678 -0.67
C -1.396 3.791 -1.662 -0.17
N -0.983 2.943 -2.660 0.02
C 0.340 2.551 -2.823 -0.27
H 3.800 1.942 -4.010 0.33
H 3.285 4.761 -2.282 0.37
H 1.749 4.401 -0.088 0.45
H -0.763 5.051 0.131 0.42
H -2.477 4.078 -1.598 0.46
H -1.662 2.558 -3.325 0.32
H 0.643 1.873 -3.663 0.47
C 3.124 -0.715 -0.229 -0.64
O 2.775 -2.068 0.013 -0.32
C 3.772 -2.999 -0.411 -0.78
C 4.451 -3.650 0.787 -0.21
N 5.306 -2.699 1.495 -0.32
C 5.762 -3.167 2.805 -0.68
C 4.701 -3.466 3.872 -0.47
O 4.009 -2.319 4.345 -0.43
C 2.928 -1.898 3.531 -0.48
H 2.241 -0.099 -0.050 0.15
H 3.910 -0.382 0.452 0.33
H 3.445 -0.569 -1.265 0.28
H 4.497 -2.544 -1.090 0.37
H 3.243 -3.779 -0.968 0.39
H 5.063 -4.490 0.441 0.40
H 3.665 -4.044 1.441 0.15
H 4.799 -1.833 1.627 0.05
H 6.416 -2.384 3.201 0.37
H 6.387 -4.055 2.664 0.39
H 5.228 -3.868 4.742 0.35
H 3.998 -4.247 3.562 0.35
H 2.423 -2.735 3.042 0.27
H 3.271 -1.172 2.791 0.12
H 2.204 -1.386 4.169 0.31
C -6.062 -0.952 1.954 -0.72
O -4.701 -0.940 1.548 -0.34
C -4.425 -1.810 0.453 -0.85
C -4.120 -1.012 -0.808 -0.06
N -5.320 -0.356 -1.326 -0.29
C -5.054 0.645 -2.355 -1.17
C -4.193 1.855 -1.970 0.04
O -4.800 2.739 -1.043 -0.43
C -4.682 2.350 0.321 -0.58
H -6.136 -0.412 2.899 0.24
H -6.699 -0.446 1.223 0.31
H -6.418 -1.974 2.113 0.34
H -5.226 -2.536 0.290 0.41
H -3.525 -2.370 0.727 0.40
H -3.724 -1.687 -1.575 0.38
H -3.342 -0.281 -0.558 0.03
H -5.807 0.095 -0.562 0.08
H -6.029 1.023 -2.677 0.39
H -4.608 0.149 -3.224 0.44
H -4.046 2.447 -2.884 0.48
H -3.187 1.568 -1.633 0.10
H -3.743 1.829 0.527 0.30
H -5.533 1.735 0.613 0.18
H -4.716 3.253 0.934 0.32
```

E (a.u.): -1701.9378
Orbital gap (eV): 4.559
ΔE to the lowest compared entry with this formula, charge and spin (kJ/mol): 400.52
M (g/mol): 426.47
Total charge: +1

***

(6)
DFT (the ωB97M-V functional and the def2-TZVPD basis) results for a single CH3IOP2 molecule in a non-equilibrium geometry.

XYZ file:
```
8
Properties=species:S:1:pos:R:3:mulliken_charge:R:1
C -0.401 0.278 -0.686 -0.48
P -1.193 -0.145 0.757 0.02
P -3.034 -1.501 -0.105 0.25
O -3.669 -1.996 1.052 -0.41
I -4.255 0.522 -0.579 -0.09
H -0.044 1.242 -0.736 0.27
H -0.135 -0.377 -1.409 0.34
H -1.541 1.139 1.459 0.10
```

E (a.u.): -1095.4830
Orbital gap (spin up / spin down) (eV): 7.127 / 7.128
ΔE to the lowest compared entry with this formula, charge and spin (kJ/mol): 160.87
M (g/mol): 219.89
SMILES: C=[PH]=P(=O)I
Total charge: 0

***

Which value of total charge does entry 3 give? +1